The following is a DFT calculation (the ωB97M-V functional and the def2-TZVPD basis) of C24H73Cr2O21S2 as an isolated structure at a distorted geometry.

```
122
Properties=species:S:1:pos:R:3:lowdin_charge:R:1
Cr 0.7316 0.6146 1.4055 0.76
Cr 1.4805 0.1489 -2.2065 0.74
S 3.0469 1.2696 0.2827 0.29
O 1.8887 2.1105 0.5130 -0.37
O 2.7059 0.1790 1.1639 -0.37
O 3.0226 0.7764 -1.0842 -0.34
O 4.3252 1.8906 0.6466 -0.30
S 0.5423 -2.2102 -3.0932 0.26
O 1.6124 -1.9609 -2.1641 -0.37
O 0.1345 -0.8506 -3.4167 -0.39
O 1.0139 -2.8962 -4.3051 -0.33
O -0.5068 -3.1031 -2.5885 -0.31
O 0.2549 0.0637 -0.5052 -0.36
H -0.5799 -0.3685 -0.7711 0.02
C -4.6178 -0.3969 -4.1271 -0.07
C -3.1047 -0.2333 -3.8357 -0.34
O -2.2546 -1.1068 -4.4910 -0.06
H -5.2643 0.2700 -3.5566 0.05
H -4.9332 -1.4337 -4.0105 0.07
H -4.8707 -0.0879 -5.1413 0.06
H -2.8640 -0.3144 -2.7758 0.10
H -2.8360 0.7896 -4.0994 0.08
H -1.4166 -1.0110 -4.0325 0.00
C 0.9140 2.3260 5.4493 -0.06
C 0.9147 0.9481 4.7920 -0.24
O 1.4222 1.0415 3.4444 -0.13
H 0.3700 2.2119 6.3869 0.08
H 0.2754 3.0008 4.8793 0.06
H 1.8768 2.7818 5.6803 0.08
H -0.1188 0.6019 4.7809 0.12
H 1.5075 0.1963 5.3130 0.12
H 2.3090 1.4088 3.4621 0.12
C 5.2791 -1.7979 4.3466 -0.10
C 5.0665 -1.6195 2.8794 -0.33
O 3.6920 -1.6860 2.5579 -0.10
H 5.0900 -0.8566 4.8627 0.06
H 6.2417 -2.1946 4.6691 0.07
H 4.5551 -2.5321 4.7000 0.07
H 5.5925 -2.4194 2.3584 0.10
H 5.4633 -0.6804 2.4937 0.12
H 3.4192 -1.0144 1.9284 0.00
C -5.3110 0.5033 0.9408 -0.06
C -4.4912 1.3818 -0.0157 -0.30
O -5.3469 1.7650 -1.0792 -0.08
H -6.1808 1.0974 1.2212 0.07
H -4.8532 0.2340 1.8927 0.05
H -5.6830 -0.4397 0.5402 0.07
H -3.5798 0.9148 -0.3889 0.10
H -4.1741 2.3224 0.4348 0.09
H -5.1749 2.6757 -1.3293 0.08
C -0.8084 4.0719 2.2544 -0.05
C -1.2691 2.9719 1.3254 -0.25
O -1.0902 1.6776 1.9241 -0.12
H -1.3142 3.9747 3.2151 0.07
H -1.0801 5.0491 1.8554 0.08
H 0.2706 3.9932 2.3874 0.08
H -0.7175 2.9795 0.3853 0.11
H -2.3086 3.0213 1.0011 0.10
H -1.7305 1.4997 2.6168 0.11
C 4.8000 -5.2021 -0.1843 -0.09
C 3.9052 -3.9799 -0.3838 -0.35
O 2.9700 -4.2308 -1.3815 -0.06
H 4.2928 -6.0711 0.2349 0.07
H 5.5414 -4.9412 0.5710 0.05
H 5.3250 -5.4385 -1.1097 0.07
H 4.4550 -3.0592 -0.5791 0.12
H 3.4125 -3.8942 0.5847 0.09
H 2.4933 -3.4198 -1.5732 0.02
C 3.2332 2.1312 -5.2766 -0.06
C 3.6604 1.3551 -4.0225 -0.25
O 2.8805 0.1579 -3.8694 -0.11
H 2.1751 2.3814 -5.3541 0.06
H 3.4556 1.5513 -6.1723 0.07
H 3.7297 3.0992 -5.3454 0.07
H 3.5418 1.9576 -3.1220 0.09
H 4.6885 0.9957 -4.0671 0.12
H 3.1259 -0.4688 -4.5539 0.12
C -3.9738 -2.1235 3.2205 -0.09
C -3.6131 -2.2262 4.6850 -0.34
O -3.7717 -1.0055 5.3439 -0.07
H -3.7049 -3.0934 2.8021 0.07
H -3.3366 -1.3724 2.7537 0.06
H -5.0303 -1.9140 3.0532 0.08
H -2.5592 -2.4842 4.7887 0.10
H -4.2029 -2.9906 5.1910 0.11
H -4.4669 -1.1878 5.9802 0.08
C -1.4444 2.7450 -2.7902 -0.07
C -0.2547 2.3450 -3.6170 -0.27
O 0.8188 2.1358 -2.7091 -0.13
H -2.3687 2.8643 -3.3554 0.07
H -1.2861 3.6314 -2.1758 0.07
H -1.5722 1.9933 -2.0114 0.07
H 0.0023 3.0987 -4.3613 0.11
H -0.4442 1.4162 -4.1551 0.11
H 0.9579 3.0236 -2.3714 0.05
C -4.5893 -3.7312 -0.0892 -0.10
C -3.4723 -2.9289 -0.6837 -0.36
O -2.3831 -3.7509 -0.9241 -0.07
H -5.4964 -3.1559 0.0960 0.06
H -4.2327 -4.3045 0.7665 0.06
H -4.9932 -4.4314 -0.8204 0.07
H -3.1734 -2.0545 -0.1055 0.09
H -3.8736 -2.5693 -1.6312 0.11
H -1.7439 -3.2747 -1.4591 0.01
C 2.3744 5.5547 -2.7539 -0.07
C 2.6491 4.7199 -1.5101 -0.28
O 1.4224 4.1618 -1.0685 -0.10
H 3.2776 5.8949 -3.2604 0.07
H 1.7995 6.4438 -2.4951 0.07
H 1.7384 5.0593 -3.4875 0.06
H 3.1044 5.3735 -0.7661 0.11
H 3.3605 3.9205 -1.7171 0.11
H 1.5901 3.5499 -0.3481 0.02
C 0.1765 -3.2575 1.1927 -0.04
C -0.7030 -2.3162 1.9829 -0.28
O 0.1074 -1.2198 2.3261 -0.12
H -0.4300 -4.1399 0.9888 0.08
H 1.1053 -3.5698 1.6701 0.08
H 0.3780 -2.8406 0.2059 0.08
H -1.0701 -2.8510 2.8589 0.11
H -1.5566 -2.0275 1.3696 0.10
H 0.6602 -1.5827 3.0220 0.11
```

The LUMO energy (spin up / spin down) comes out at 1.5 / 1.5 eV. As for the HOMO energy (spin up / spin down): -0.12198 / -0.18835 hartree. As for the charge: -1. Its HOMO-LUMO gap (spin up / spin down) is 4.8627 / 6.6609 eV. As for the multiplicity: 9.

---

The following is a DFT calculation (the ωB97M-V functional and the def2-TZVPD basis) of C30H22Br2N5NdO4S3Te as an isolated structure at a distorted geometry.

```
68
Properties=species:S:1:pos:R:3:lowdin_charge:R:1
Nd -1.0692 -0.2027 0.3342 1.58
C 2.2955 -0.8599 -0.5536 -0.01
C 2.3036 -0.4222 0.8510 -0.33
C 3.4915 -0.1135 1.4883 0.00
C 3.5000 0.2925 2.8000 0.01
C 2.2677 0.3546 3.4875 -0.19
C 2.1117 0.7962 4.8502 -0.62
Br 3.7002 1.0051 5.8464 0.81
C 0.8721 0.9451 5.3798 -0.15
C -0.2860 0.6376 4.6260 -0.57
Br -2.0334 0.9229 5.3561 0.74
C -0.2049 0.2508 3.3140 -0.44
O -1.2383 0.0506 2.5328 -0.33
C 1.1203 0.0647 2.7772 -0.17
N 1.1639 -0.3222 1.4746 0.02
H 2.2756 -1.9566 -0.6654 0.11
H 3.1556 -0.4656 -1.1148 0.09
H 1.4048 -0.5047 -1.0816 0.03
H 4.4081 -0.1914 0.9374 0.11
H 4.4534 0.5924 3.2308 0.10
H 0.8315 1.2826 6.3745 0.09
N -4.0758 -0.1342 -3.2754 0.19
C -2.9904 0.0058 -4.1441 -0.18
C -2.8874 0.0523 -5.5113 -0.01
C -1.6149 0.1670 -6.0506 -0.08
C -0.5197 0.2162 -5.2425 -0.08
C -0.5883 0.1498 -3.8675 -0.01
C -1.8587 0.0488 -3.3299 -0.22
N -2.2508 0.0421 -1.9644 -0.01
C -3.5525 -0.1152 -2.0134 -0.30
C -4.3213 -0.2414 -0.7249 -0.36
C -5.6291 -0.4416 -0.5694 -0.34
S -6.0610 -0.4083 1.0734 1.10
C -4.4304 -0.1290 1.4765 -0.41
N -3.6300 -0.0624 0.4402 -0.10
H -5.0468 -0.2283 -3.5628 0.17
H -3.7615 0.0037 -6.1636 0.12
H -1.4528 0.1944 -7.1115 0.11
H 0.4889 0.3064 -5.6681 0.12
H 0.3018 0.0223 -3.2576 0.11
H -6.4025 -0.5692 -1.3322 0.09
H -4.0703 -0.0216 2.4828 0.08
N -1.4288 2.4561 0.1094 0.01
C 0.0012 2.5891 -0.0014 -0.37
C 0.6455 2.4062 -1.2401 -0.06
C 2.0160 2.4622 -1.3225 -0.06
C 2.8002 2.6793 -0.2049 -0.21
C 2.1509 2.8911 1.0226 -0.03
C 0.7723 2.8549 1.1235 -0.03
S 4.6382 2.5711 -0.2609 0.41
O 5.1456 3.5962 -1.1126 -0.31
O 4.7797 1.2169 -0.7647 -0.36
O 4.9743 2.6172 1.1498 -0.35
H -1.7400 2.9082 0.9564 0.10
H -1.8938 2.8804 -0.7054 0.11
H 0.0719 2.2164 -2.1196 0.09
H 2.5363 2.4697 -2.2739 0.13
H 2.8154 3.0870 1.8600 0.12
H 0.2244 2.9694 2.0487 0.12
Te -1.8193 -3.0207 -0.9071 0.66
C -0.5482 -4.3541 0.1234 -1.05
C 0.3308 -4.2059 1.1505 -0.28
C 0.8823 -5.4247 1.6104 -0.21
C 0.3715 -6.5409 0.9821 -0.44
S -0.7316 -6.0550 -0.2094 0.89
H 0.5458 -3.2418 1.6215 0.09
H 1.6683 -5.4704 2.3523 0.10
H 0.6212 -7.5722 1.0828 0.05
```

The LUMO energy (spin up / spin down) comes out at -1.0 / -1.0 eV. As for the HOMO energy (spin up / spin down): -0.26692 / -0.26734 hartree. As for the charge: 0. Its HOMO-LUMO gap (spin up / spin down) is 6.2360 / 6.2517 eV. As for the multiplicity: 4.

---

The following is a DFT calculation (the ωB97M-V functional and the def2-TZVPD basis) of a 4-piece molecular cluster, C46H53BrF2N5O14P2S overall at a distorted geometry.

```
124
Properties=species:S:1:pos:R:3:lowdin_charge:R:1
C 4.4652 -4.6105 -2.7420 -0.13
C 3.5798 -4.0742 -1.4309 -0.20
C 3.5259 -5.0297 -0.0586 -0.04
C 2.5642 -4.4344 1.1639 -0.06
C 1.7039 -3.0200 1.0376 -0.02
C 1.7789 -2.0461 -0.3067 -0.13
C 0.9933 -0.6853 -0.5990 -0.12
C 1.4087 0.7392 0.0451 -0.28
C 1.5822 1.6507 -1.3629 -0.01
C 0.0748 2.0195 -1.9987 -0.15
O -0.3716 3.3037 -1.9544 -0.03
F -0.8480 1.0253 -2.5889 -0.03
O 0.0573 1.2722 0.4497 -0.36
P -0.1298 1.8896 2.0745 0.58
C -1.9533 2.1516 1.4751 -0.22
O -2.9359 1.2038 2.0123 -0.21
C -4.2904 1.4280 1.4954 -0.08
C -5.0687 2.8972 1.4609 0.04
C -6.6310 3.0855 0.9072 -0.18
C -7.3242 4.5823 0.9366 -0.13
C -7.5270 1.7916 0.3398 -0.05
C -6.7604 0.3440 0.3487 -0.04
C -5.1929 0.1533 0.8999 -0.04
C -4.6094 -1.4046 0.8047 -0.35
C -4.1131 -2.0049 2.2450 -0.10
C -3.4654 -1.5180 -0.4024 -0.10
C 0.4268 3.6840 1.5645 -0.24
C 1.2967 4.5036 2.6613 -0.62
C 0.4518 5.6989 3.4760 -0.19
Br 2.5954 5.6779 1.5949 0.55
O -0.2422 2.5410 3.6581 -0.27
C -1.5043 3.1009 4.0726 -0.21
N -2.7587 3.4006 4.3511 0.13
S -0.4627 -0.0525 3.0323 0.84
O -1.0270 -1.1194 2.0760 -0.40
O -1.3854 -0.0187 4.2666 -0.37
F 1.0300 -0.7188 3.6617 -0.31
O 1.5597 1.4716 2.4590 -0.35
C 2.3919 0.9978 1.2976 -0.42
C 3.4991 2.2539 1.2868 -0.12
P 3.6910 -0.3364 1.8794 0.94
N 4.5173 0.3903 3.3234 -0.17
O 4.8399 -0.6852 0.6080 -0.37
C 2.7565 -2.6626 -1.5183 0.00
H 3.7194 -4.5239 -3.6702 0.05
H 5.4356 -3.9876 -2.9322 0.08
H 4.6752 -5.7809 -2.6513 0.08
H 4.1020 -6.0489 0.0365 0.07
H 2.4588 -5.0557 2.1610 0.07
H 1.0286 -2.6979 1.9363 0.07
H -0.1584 -0.8869 -0.3467 0.13
H 0.9677 -0.5910 -1.7931 0.12
H 2.0450 2.7015 -1.1757 0.11
H 2.2770 1.1077 -2.1479 0.14
H -2.3067 3.2871 1.4895 0.11
H -1.9714 1.9169 0.2982 0.14
H -4.5366 3.8816 1.8343 0.08
H -6.7432 5.2148 1.7397 0.08
H -8.4531 4.4398 1.2100 0.08
H -7.2322 5.0816 -0.1199 0.07
H -8.6380 1.8861 -0.0317 0.08
H -7.3666 -0.5932 -0.0283 0.08
H -5.4969 -2.1134 0.4381 0.12
H -3.1571 -2.6804 2.0165 0.08
H -3.7995 -1.1481 2.9909 0.08
H -4.9832 -2.6234 2.7298 0.07
H -2.4270 -1.8953 0.0114 0.06
H -3.8128 -2.3066 -1.2047 0.07
H -3.3618 -0.4898 -0.9843 0.08
H 1.1290 3.5453 0.6137 0.06
H -0.4543 4.3659 1.2162 0.11
H 1.9842 3.8762 3.3664 0.10
H 0.2897 5.3334 4.5988 0.08
H 1.0451 6.7054 3.5453 0.04
H -0.6166 5.8715 3.0285 0.08
H 3.5928 2.6906 2.3948 0.10
H 3.2784 3.0878 0.5216 0.03
H 4.6016 1.8638 1.0414 0.06
H 4.7532 -0.3988 3.9875 0.00
H 5.4284 0.8060 3.0317 0.02
H 5.6651 -0.1366 0.8595 0.05
H 2.8481 -2.0450 -2.5261 0.09
C 9.4782 -3.5063 4.2178 -0.08
C 8.7336 -4.6464 4.5240 -0.07
C 7.4052 -4.5249 4.9361 0.00
C 6.8284 -3.2512 5.0343 -0.14
C 7.5759 -2.1044 4.7349 0.00
C 8.9044 -2.2384 4.3265 -0.07
N 5.4248 -3.1183 5.4425 -0.31
O 4.8026 -4.1552 5.7171 0.07
O 4.9412 -1.9780 5.4851 0.05
H 10.5120 -3.6064 3.8914 0.11
H 9.1883 -5.6311 4.4382 0.11
H 6.8383 -5.4232 5.1711 0.12
H 7.1423 -1.1095 4.8115 0.11
H 9.4921 -1.3544 4.0889 0.11
C -3.7218 5.2437 -4.4947 -0.07
C -4.4664 4.1036 -4.1885 -0.06
C -5.7948 4.2251 -3.7764 0.01
C -6.3716 5.4988 -3.6782 -0.15
C -5.6241 6.6456 -3.9776 -0.01
C -4.2956 6.5116 -4.3860 -0.07
N -7.7752 5.6317 -3.2700 -0.33
O -8.3974 4.5948 -2.9954 0.05
O -8.2588 6.7720 -3.2274 0.05
H -2.6880 5.1436 -4.8211 0.11
H -4.0117 3.1189 -4.2743 0.11
H -6.3617 3.3268 -3.5414 0.12
H -6.0577 7.6405 -3.9010 0.12
H -3.7079 7.3956 -4.6236 0.11
C -1.6207 -6.0913 -5.6768 -0.07
C -1.3018 -6.0659 -7.0354 -0.07
C 0.0002 -5.7695 -7.4432 -0.01
C 0.9806 -5.5033 -6.4774 -0.14
C 0.6614 -5.5205 -5.1131 0.01
C -0.6448 -5.8155 -4.7175 -0.06
N 2.3569 -5.2160 -6.8987 -0.32
O 2.5952 -5.1914 -8.1154 0.06
O 3.2024 -5.0188 -6.0142 0.05
H -2.6359 -6.3285 -5.3635 0.11
H -2.0682 -6.2805 -7.7771 0.11
H 0.2327 -5.7537 -8.5058 0.12
H 1.4112 -5.3110 -4.3531 0.11
H -0.9019 -5.8344 -3.6607 0.11
```

The LUMO energy comes out at 0.5 eV. As for the HOMO energy: -0.19377 hartree. As for the charge: -1. Its HOMO-LUMO gap is 5.8057 eV.

---

The following is a DFT calculation (the ωB97M-V functional and the def2-TZVPD basis) of C25H23Br2IrN3O6S2 as an isolated structure.

```
62
Properties=species:S:1:pos:R:3:lowdin_charge:R:1
Ir -0.0993 0.0318 -0.0087 1.58
Br -3.7453 4.6040 -3.9160 0.83
C -2.7188 3.3888 -2.9226 -0.67
C -1.3420 3.3496 -3.0710 -0.08
C -0.6445 2.4487 -2.2922 -0.12
N -1.2288 1.6280 -1.4240 0.01
C -2.5623 1.6272 -1.3165 -0.18
C -3.3415 2.5170 -2.0476 -0.04
C -3.1783 0.6004 -0.4241 -0.18
C -4.5521 0.4791 -0.2794 -0.04
C -5.0539 -0.5592 0.4900 -0.66
Br -6.9082 -0.7436 0.6993 0.83
C -4.1873 -1.4568 1.0858 -0.06
C -2.8312 -1.2588 0.9043 -0.08
N -2.3480 -0.2532 0.1816 -0.01
H -0.8305 3.9906 -3.7738 0.11
H 0.4315 2.3484 -2.3848 0.12
H -4.4158 2.5377 -1.9581 0.10
H -5.2379 1.1601 -0.7574 0.10
H -4.5465 -2.2886 1.6733 0.12
H -2.0977 -1.9303 1.3352 0.11
O 2.1535 -2.9233 2.2537 -0.27
S 1.8209 -2.1718 1.0822 0.49
O 2.4368 -0.8556 0.9655 -0.36
O 0.3438 -2.0376 0.8769 -0.44
C 2.4738 -3.0983 -0.3144 -0.21
C 3.2677 -4.1816 0.0069 -0.03
C 3.9018 -4.9304 -0.9835 -0.03
C 3.7512 -4.5956 -2.3138 -0.05
C 2.9557 -3.5073 -2.6507 -0.08
C 2.3159 -2.7637 -1.6705 -0.33
S 1.3123 -1.4891 -2.3891 1.05
O 1.4470 -0.1974 -1.6346 -0.59
O -0.0853 -2.0766 -1.8092 -0.42
O -0.9485 -0.9451 -1.8606 -0.36
H 3.3879 -4.4381 1.0499 0.12
H 4.5153 -5.7747 -0.6996 0.12
H 4.2418 -5.1690 -3.0878 0.12
H 2.8229 -3.2370 -3.6920 0.11
C 3.0112 3.9248 2.1382 0.01
N 2.4749 3.3047 0.8958 -0.17
C 3.0065 1.9171 0.7265 0.00
C 0.9505 3.3649 0.8041 -0.08
C 0.2700 2.6084 1.9041 -0.27
C 0.0149 3.2704 3.1052 -0.06
C -0.5234 2.5936 4.1861 -0.06
C -0.7937 1.2382 4.0658 -0.06
C -0.5708 0.5873 2.8615 -0.12
C -0.0591 1.2547 1.7391 -0.24
H 4.0963 3.9309 2.0776 0.11
H 2.6877 3.3276 2.9854 0.11
H 2.6316 4.9399 2.2258 0.11
H 2.8180 3.8583 0.1120 0.18
H 2.6567 1.3018 1.5477 0.08
H 4.0927 1.9668 0.7214 0.11
H 2.6390 1.4976 -0.2069 0.08
H 0.7136 2.9445 -0.1700 0.08
H 0.7007 4.4264 0.8138 0.14
H 0.2351 4.3292 3.1935 0.11
H -0.7222 3.1158 5.1121 0.11
H -1.1910 0.6848 4.9068 0.11
H -0.7924 -0.4727 2.8048 0.08
```

The LUMO energy (spin up / spin down) comes out at -3.1 / -4.1 eV. As for the HOMO energy (spin up / spin down): -0.36503 / -0.41887 hartree. As for the charge: +1. Its HOMO-LUMO gap (spin up / spin down) is 6.7869 / 7.2491 eV. As for the multiplicity: 5.

---

The following is a DFT calculation (the ωB97M-V functional and the def2-TZVPD basis) of C6H10O as an isolated structure.

```
17
Properties=species:S:1:pos:R:3:lowdin_charge:R:1
C -2.0533 -0.0660 0.3436 -0.03
C -0.6309 -0.1743 0.8182 -0.33
O -0.1754 -1.5346 0.9726 -0.04
C 1.0403 -1.2039 0.3070 -0.21
C 0.7359 -0.9274 -1.1287 -0.02
C 0.5368 0.1625 -0.0946 -0.36
C 1.1102 1.5438 -0.2354 -0.02
H -2.3231 0.9870 0.2064 0.08
H -2.1714 -0.5965 -0.6051 0.08
H -2.7275 -0.5108 1.0820 0.08
H -0.4880 0.3478 1.7769 0.15
H 1.9304 -1.5869 0.7913 0.15
H 1.5637 -0.7097 -1.8034 0.11
H -0.0879 -1.4706 -1.5871 0.11
H 0.3926 2.1835 -0.7665 0.08
H 1.3092 2.0049 0.7383 0.08
H 2.0386 1.5511 -0.8155 0.08
```

The LUMO energy comes out at 1.1 eV. As for the HOMO energy: -0.33692 hartree. As for the charge: 0. Its HOMO-LUMO gap is 10.2209 eV.

---

The following is a DFT calculation (the ωB97M-V functional and the def2-TZVPD basis) of the molecule C5H9NO at a distorted geometry.

```
16
Properties=species:S:1:pos:R:3:lowdin_charge:R:1
C 1.7476 -0.4612 -1.0834 -0.06
C 0.7825 0.0769 -0.0228 -0.36
C -0.6359 -0.5033 -0.1753 -0.16
C -1.6840 0.3238 0.5486 -0.27
O -1.7189 1.5855 -0.0980 -0.07
C 1.2867 -0.2117 1.3308 -0.20
N 1.6657 -0.4722 2.3926 0.15
H 1.4147 -0.1415 -2.0755 0.08
H 1.7731 -1.5549 -1.0638 0.09
H 2.7614 -0.0858 -0.9228 0.08
H 0.7118 1.1666 -0.1204 0.14
H -0.8978 -0.5098 -1.2393 0.12
H -0.6606 -1.5399 0.1812 0.13
H -1.4180 0.4233 1.6147 0.12
H -2.6612 -0.1810 0.4891 0.12
H -2.4671 2.0851 0.2442 0.09
```

The LUMO energy comes out at 0.8 eV. As for the HOMO energy: -0.39468 hartree. As for the charge: 0. Its HOMO-LUMO gap is 11.5132 eV.

---

- Which formula does entry 4 have?
  C25H23Br2IrN3O6S2